[1]
ORCA calculation (ωB97M-V/def2-TZVPD) on a 4-piece molecular cluster, C12H24O4 overall in a non-equilibrium geometry.

CARTESIAN COORDINATES (ANGSTROEM)
C -3.438 3.958 1.034
C -3.139 4.136 -0.438
O -2.457 5.040 -0.845
C -3.701 3.076 -1.357
H -2.759 4.595 1.601
H -3.208 2.922 1.299
H -4.458 4.181 1.339
H -3.337 3.223 -2.369
H -4.793 3.136 -1.321
H -3.442 2.080 -0.992
C 5.623 -3.902 1.695
C 5.290 -2.482 1.324
O 6.159 -1.675 1.120
C 3.816 -2.126 1.257
H 5.160 -4.658 1.059
H 5.218 -4.104 2.693
H 6.703 -4.016 1.698
H 3.598 -1.130 1.630
H 3.263 -2.853 1.852
H 3.533 -2.147 0.202
C -0.886 -2.466 -1.905
C -2.131 -1.685 -1.580
O -2.555 -1.592 -0.454
C -2.904 -1.046 -2.715
H -1.089 -3.516 -2.126
H -0.277 -2.451 -1.001
H -0.381 -2.052 -2.774
H -3.782 -1.658 -2.920
H -2.314 -0.952 -3.626
H -3.239 -0.054 -2.416
C 0.200 2.230 0.939
C 0.957 1.058 0.390
O 1.717 1.174 -0.545
C 0.800 -0.252 1.126
H 0.846 2.752 1.656
H -0.701 1.978 1.497
H -0.012 2.994 0.191
H 0.869 -0.148 2.207
H 1.469 -0.997 0.716
H -0.219 -0.571 0.859

Properties
E_LUMO = 0.54 eV
SMILES string = CC(C)=O.CC(C)=O.CC(C)=O.CC(C)=O
Energy above the lowest of the compared OMol25 structures with the same formula, charge and spin = 6.6 kcal per mole
Charge = 0
HOMO-LUMO gap = 10.14 eV
HOMO = -9.59 eV

=====

[2]
ORCA calculation (ωB97M-V/def2-TZVPD) on a 2-piece molecular cluster, C12H25Br2Cl2NOP overall in a non-equilibrium geometry.

CARTESIAN COORDINATES (ANGSTROEM)
C 3.270 -2.145 -0.597
C 2.332 -1.785 0.735
O 1.555 -2.751 1.249
N 2.449 -0.373 1.264
C 2.348 -0.296 2.771
C 1.529 0.600 0.559
C 0.094 0.868 1.304
C -1.127 1.275 0.274
C -2.524 1.296 1.130
P -3.525 -0.331 1.091
C -2.479 -1.927 1.044
Cl -3.445 -3.205 2.048
C -2.283 -2.592 -0.441
C -0.936 -2.076 -1.249
Cl -3.834 -2.513 -1.512
H 2.729 -1.684 -1.548
H 3.441 -3.310 -0.729
H 4.353 -1.675 -0.428
H 3.225 -0.901 3.310
H 1.343 -0.823 3.140
H 2.338 0.823 3.152
H 1.348 0.194 -0.546
H 2.137 1.613 0.436
H 0.245 1.767 2.075
H -0.304 -0.032 1.950
H -0.914 2.401 -0.053
H -1.157 0.654 -0.717
H -2.294 1.679 2.215
H -3.220 2.127 0.631
H -4.275 -0.374 2.354
H -4.553 -0.257 0.055
H -1.433 -1.858 1.571
H -2.112 -3.760 -0.260
H -0.283 -1.367 -0.578
H -0.309 -3.013 -1.594
H -1.300 -1.497 -2.226
Br 1.033 4.364 -0.852
C 0.754 3.903 -2.727
C 0.899 2.416 -2.952
Br 2.775 1.883 -2.961
H 1.459 4.501 -3.311
H -0.265 4.229 -2.951
H 0.520 2.137 -3.939
H 0.399 1.811 -2.190

Properties
E_LUMO = -3.63 eV
Charge = +1
HOMO-LUMO gap = 8.21 eV
HOMO = -11.85 eV

=====

[3]
ORCA calculation (ωB97M-V/def2-TZVPD) on an isolated ion of composition C12H25BrClNO5PS3 and charge +1 in a non-equilibrium geometry.

CARTESIAN COORDINATES (ANGSTROEM)
O -5.869 0.662 1.160
S -5.555 -0.246 0.135
O -6.565 -1.133 -0.300
O -5.000 0.537 -1.130
C -4.133 -1.188 0.622
C -3.383 -1.773 -0.577
C -2.270 -0.813 -1.037
C -0.971 -1.124 -0.271
C 0.180 -0.306 -0.856
C 0.271 1.067 -0.120
Br -0.601 2.397 -1.241
C 1.711 1.467 0.215
C 1.813 2.833 0.869
C 1.927 2.730 2.387
C 3.219 2.007 2.828
S 2.877 0.361 3.573
C 2.536 1.315 -1.049
Cl 4.234 1.787 -0.858
C 2.506 -0.136 -1.561
N 1.520 -0.979 -0.791
P 1.525 -2.626 -1.604
O 1.143 -3.625 -0.430
O 3.027 -2.948 -1.981
S 0.369 -2.685 -3.105
H -5.796 0.738 -1.664
H -4.419 -1.905 1.375
H -3.479 -0.471 1.103
H -2.966 -2.742 -0.339
H -4.046 -1.906 -1.419
H -2.048 -0.959 -2.084
H -2.610 0.189 -0.831
H -0.831 -2.193 -0.362
H -1.131 -0.896 0.777
H -0.038 -0.080 -1.885
H -0.267 1.013 0.812
H 2.062 0.737 0.939
H 0.957 3.456 0.667
H 2.700 3.345 0.527
H 1.927 3.717 2.830
H 1.087 2.197 2.814
H 3.886 1.879 1.991
H 3.715 2.526 3.629
H 1.908 -0.117 2.779
H 2.108 1.956 -1.803
H 2.192 -0.137 -2.594
H 3.497 -0.549 -1.498
H 1.839 -1.123 0.170
H 1.628 -3.391 0.387
H 3.611 -2.864 -1.198

Properties
E_LUMO = -4.05 eV
SMILES string = O=S(=O)(O)CCCC[C@H]1[C@H](Br)[C@H](CCCS)[C@@H](Cl)C[N@@H+]1P(O)(O)=S
Charge = +1
HOMO-LUMO gap = 8.20 eV
HOMO = -12.25 eV

=====

[4]
ORCA calculation (ωB97M-V/def2-TZVPD) on C12H25BrFLuNO5Si2 as an isolated structure in a non-equilibrium geometry.

CARTESIAN COORDINATES (ANGSTROEM)
C 2.860 -3.997 0.573
O 2.000 -4.528 -0.400
C 1.068 -3.673 -0.968
C -0.245 -3.611 -0.135
C -0.184 -2.509 0.929
C -1.579 -1.854 1.158
Si -1.903 -0.237 0.281
C -3.520 0.535 0.914
O -3.650 1.886 0.464
C -3.641 2.035 -0.898
C -4.747 1.452 -1.709
O -2.726 2.666 -1.393
O -0.645 0.914 0.295
Si 0.123 1.376 1.638
F 1.173 0.337 2.148
Br -1.110 2.000 3.320
C 1.091 2.947 1.066
C 1.354 2.844 -0.331
O 0.404 3.153 -1.135
N 2.526 2.387 -0.919
C 3.707 3.235 -0.567
C 2.761 0.943 -0.665
H 2.690 -2.936 0.743
H 2.697 -4.529 1.507
H 3.896 -4.121 0.266
H 0.838 -4.069 -1.953
H 1.495 -2.679 -1.113
H -1.057 -3.424 -0.827
H -0.359 -4.562 0.368
H 0.169 -2.869 1.887
H 0.524 -1.740 0.630
H -1.826 -1.774 2.213
H -2.327 -2.535 0.751
H -2.130 -0.538 -1.147
H -4.323 -0.073 0.488
H -3.644 0.506 1.987
H -5.688 1.390 -1.179
H -4.474 0.486 -2.117
H -4.882 2.115 -2.553
H 0.409 3.773 1.234
H 2.009 3.005 1.642
H 4.212 3.497 -1.489
H 4.430 2.694 0.029
H 3.402 4.166 -0.103
H 3.423 0.586 -1.444
H 1.832 0.395 -0.763
H 3.255 0.779 0.288
Lu 0.309 4.158 -3.013

Properties
E_LUMO = -14.63 eV
Charge = +3
HOMO-LUMO gap = 1.65 eV
HOMO = -16.28 eV

=====

[5]
ORCA calculation (ωB97M-V/def2-TZVPD) on C12H25F3NO5P2RuS as an isolated structure in a non-equilibrium geometry.

CARTESIAN COORDINATES (ANGSTROEM)
C 0.931 -1.327 -3.596
C 0.964 -1.008 -2.232
N -0.152 -0.770 -1.528
C -1.345 -1.041 -2.072
C -1.414 -1.569 -3.376
C -0.283 -1.657 -4.182
C 2.260 -1.109 -1.470
P 2.179 -0.383 0.198
Ru -0.034 -0.169 0.528
P -2.295 -0.116 0.430
C -2.575 -0.935 -1.189
O 2.419 4.064 -3.696
O -1.549 2.474 -1.417
H 1.854 -1.307 -4.182
H -2.373 -1.914 -3.744
H -0.349 -1.986 -5.230
C 2.965 -1.744 1.119
C 3.266 1.073 0.501
H -3.356 -0.408 -1.759
H -2.906 -1.967 -0.975
H 3.020 -0.639 -2.073
H 2.462 -2.193 -1.384
C -3.244 -1.070 1.644
C -3.275 1.376 0.375
H 0.349 1.543 0.442
H -0.758 2.370 -0.813
H 2.677 3.762 -2.825
H 2.910 3.492 -4.301
H -0.158 -1.662 0.937
H -1.384 2.233 -2.360
H 4.017 -1.900 0.842
H 2.863 -1.508 2.191
H 2.367 -2.630 0.868
H 4.340 0.809 0.503
H 3.066 1.863 -0.249
H 2.984 1.452 1.507
H -4.345 1.163 0.283
H -3.046 1.969 1.274
H -2.925 1.927 -0.512
H -4.217 -1.346 1.206
H -2.656 -1.951 1.927
H -3.378 -0.431 2.527
F -0.296 0.702 6.317
C 0.453 0.657 5.199
F 0.959 1.885 4.964
F 1.474 -0.206 5.400
S -0.527 0.111 3.724
O -1.121 -1.150 4.108
O -1.428 1.201 3.405
O 0.607 -0.026 2.746

Properties
E_LUMO (alpha / beta) = -3.41 / -7.18 eV
Spin multiplicity = 5
Energy above the lowest of the compared OMol25 structures with the same formula, charge and spin = 14.8 kcal per mole
Expectation value of S² = 6.014
Charge = +1
HOMO-LUMO gap (alpha / beta) = 7.56 / 5.71 eV
HOMO (alpha / beta) = -10.96 / -12.89 eV

=====

[6]
ORCA calculation (ωB97M-V/def2-TZVPD) on a 2-piece molecular cluster, C12H25FIN3O3 overall in a non-equilibrium geometry.

CARTESIAN COORDINATES (ANGSTROEM)
C -4.055 -1.089 -0.962
C -2.875 -0.292 -1.485
C -2.162 -1.003 -2.644
C -1.111 -1.982 -2.163
O -0.213 -1.390 -1.179
C 1.028 -1.074 -1.596
N 1.814 -0.647 -0.403
C 2.807 0.133 -0.825
N 3.756 0.645 -0.084
C 3.893 0.460 1.370
O 3.418 1.602 1.992
C 2.458 1.358 3.040
C 1.070 1.060 2.474
O 0.163 2.025 2.948
C -1.056 2.041 2.198
C -1.798 0.713 2.191
N 2.687 0.484 -2.183
C 1.282 0.148 -2.480
I 0.080 1.817 -1.854
H -3.779 -2.041 -0.503
H -4.784 -1.317 -1.746
H -4.596 -0.586 -0.165
H -3.158 0.719 -1.796
H -2.153 -0.170 -0.671
H -1.741 -0.308 -3.379
H -2.893 -1.618 -3.180
H -0.509 -2.385 -2.987
H -1.572 -2.818 -1.640
H 1.556 -1.935 -2.057
H 1.962 -1.314 0.342
H 4.326 1.355 -0.524
H 4.943 0.267 1.592
H 3.307 -0.419 1.645
H 2.429 2.265 3.637
H 2.821 0.544 3.674
H 0.731 0.051 2.743
H 1.114 1.101 1.375
H -1.650 2.824 2.668
H -0.827 2.369 1.173
H -2.868 0.883 2.080
H -1.653 0.191 3.139
H -1.487 0.048 1.384
H 3.343 -0.097 -2.709
H 1.079 0.046 -3.539
F -5.129 -2.661 1.089

Properties
E_LUMO = -1.29 eV
Charge = 0
HOMO-LUMO gap = 4.06 eV
HOMO = -5.34 eV

=====

[7]
ORCA calculation (ωB97M-V/def2-TZVPD) on C12H25LaN3OP2 as an isolated structure in a non-equilibrium geometry.

CARTESIAN COORDINATES (ANGSTROEM)
La 0.170 -0.126 -0.118
P 2.059 1.910 -0.529
P -0.739 -1.247 -2.512
N 0.108 0.813 2.073
N -1.488 -1.345 0.855
H -0.578 0.003 3.905
H -1.937 -1.862 2.858
H 0.391 -1.120 2.960
C -0.368 -0.327 2.877
H -2.472 -0.232 2.406
C -1.673 -0.977 2.266
H 1.544 1.744 3.308
H -3.031 -2.684 0.296
C 1.227 1.555 2.261
C -2.185 -2.045 -0.046
C 2.047 2.136 1.240
C -1.921 -2.102 -1.460
H 2.815 2.841 1.578
H -2.514 -2.811 -2.052
H -1.078 -0.093 -3.378
H 0.511 -1.942 -2.902
H 1.371 2.889 -1.382
H 3.223 1.274 -1.175
H -2.997 0.583 0.071
C -2.749 1.609 -0.226
C -3.026 1.799 -1.693
C -3.377 2.599 0.715
O -1.267 1.778 -0.052
H -4.101 1.797 -1.881
H -2.611 2.754 -2.024
H -2.590 1.006 -2.306
H -3.078 2.384 1.749
H -3.004 3.596 0.453
H -4.469 2.585 0.658
H -1.029 1.760 0.930
C 5.242 -2.063 -1.285
C 3.951 -2.878 -1.031
C 2.941 -1.941 -0.755
N 2.171 -1.128 -0.507
H 5.108 -1.354 -2.122
H 6.115 -2.699 -1.514
H 5.496 -1.438 -0.408
H 3.700 -3.458 -1.915
H 4.094 -3.545 -0.186

Properties
E_LUMO (alpha / beta) = -6.30 / -9.53 eV
Spin multiplicity = 2
Expectation value of S² = 0.788
Charge = +2
HOMO-LUMO gap (alpha / beta) = 7.65 / 4.41 eV
HOMO (alpha / beta) = -13.95 / -13.94 eV

=====

[8]
ORCA calculation (ωB97M-V/def2-TZVPD) on C12H25N2O2P2STl as an isolated structure in a non-equilibrium geometry.

CARTESIAN COORDINATES (ANGSTROEM)
C -0.734 0.830 -4.320
C -0.807 0.347 -3.000
N -0.070 0.874 -2.011
C 0.757 1.890 -2.268
C 0.848 2.461 -3.548
C 0.096 1.918 -4.592
C -1.720 -0.801 -2.655
P -2.233 -0.780 -0.930
Tl 0.874 -1.020 1.489
P 1.878 1.250 0.220
C 1.580 2.458 -1.130
O -0.662 -3.164 -3.150
O 0.139 -3.549 -0.742
H -1.346 0.344 -5.077
H 1.504 3.320 -3.681
H 0.162 2.328 -5.600
C -3.583 0.365 -0.692
C -2.711 -2.416 -0.390
H 2.546 2.816 -1.517
H 1.057 3.320 -0.685
H -1.172 -1.843 -2.897
H -2.612 -0.797 -3.299
C 2.383 2.399 1.545
C 3.525 0.660 -0.335
H 0.770 -2.798 -0.375
H 0.415 -4.371 -0.280
H -0.259 -3.451 -2.251
H 0.060 -3.104 -3.793
H -1.174 -0.331 -0.120
H 1.655 -1.917 0.142
H -4.456 0.023 -1.265
H -3.826 0.383 0.379
H -3.277 1.367 -1.019
H -3.498 -2.797 -1.060
H -1.838 -3.088 -0.415
H -3.094 -2.344 0.640
H 4.220 1.506 -0.390
H 3.909 -0.090 0.366
H 3.425 0.201 -1.326
H 3.331 2.889 1.290
H 1.600 3.157 1.675
H 2.502 1.845 2.485
S -0.010 0.052 6.151
C -0.038 -0.128 4.572
N -0.117 -0.214 3.374

Properties
E_LUMO (alpha / beta) = 0.06 / 0.06 eV
Energy above the lowest of the compared OMol25 structures with the same formula, charge and spin = 0.0 kcal per mole
Charge = 0
HOMO-LUMO gap (alpha / beta) = 4.92 / 4.91 eV
HOMO (alpha / beta) = -4.86 / -4.85 eV

=====

[9]
ORCA calculation (ωB97M-V/def2-TZVPD) on a 3-piece molecular cluster, C12H25N2O8S overall in a non-equilibrium geometry.

CARTESIAN COORDINATES (ANGSTROEM)
C -3.777 1.423 -2.124
C -2.293 1.197 -1.757
C -2.022 -0.277 -1.417
C -2.140 -0.547 0.101
N -1.451 -1.809 0.367
N -2.362 -2.852 0.720
C -2.491 -3.945 -0.276
S -4.278 -4.058 -0.707
C -1.635 -3.764 -1.592
O -0.381 -3.799 -1.540
O -2.300 -3.646 -2.630
H -3.857 2.090 -2.974
H -4.305 1.848 -1.276
H -4.268 0.490 -2.363
H -2.018 1.803 -0.898
H -1.676 1.480 -2.603
H -1.027 -0.582 -1.711
H -2.732 -0.941 -1.896
H -3.196 -0.603 0.354
H -1.666 0.291 0.613
H -0.760 -1.695 1.088
H -2.010 -3.281 1.563
H -2.219 -4.896 0.169
H -4.469 -2.810 -1.143
C 0.424 3.840 3.445
O 0.250 2.453 3.165
C 1.344 1.716 3.341
O 2.417 2.123 3.709
O 1.056 0.459 3.031
C 2.152 -0.450 3.157
H -0.534 4.317 3.262
H 0.707 3.990 4.486
H 1.172 4.274 2.784
H 2.502 -0.489 4.187
H 2.964 -0.168 2.490
H 1.780 -1.428 2.868
C 4.407 2.361 -0.134
O 3.336 1.884 -0.943
C 3.576 0.696 -1.506
O 4.578 0.047 -1.354
O 2.533 0.366 -2.249
C 2.654 -0.915 -2.885
H 4.094 3.314 0.284
H 4.606 1.669 0.682
H 5.306 2.522 -0.727
H 2.725 -1.707 -2.143
H 3.525 -0.925 -3.539
H 1.758 -1.072 -3.476

Properties
E_LUMO = 2.31 eV
Charge = -1
HOMO-LUMO gap = 6.17 eV
HOMO = -3.86 eV

=====

[10]
ORCA calculation (ωB97M-V/def2-TZVPD) on one molecule with the formula C12H25N3O3 in a non-equilibrium geometry.

CARTESIAN COORDINATES (ANGSTROEM)
C 0.861 1.749 -0.889
C -0.171 1.209 0.135
C 1.886 0.671 -1.263
C 2.866 0.395 -0.062
C 3.863 -0.690 -0.379
C 4.843 -1.023 0.777
C -1.834 -0.480 0.553
C -1.757 -1.868 0.021
C -3.253 0.011 0.779
C -3.258 1.281 1.579
C -4.115 0.182 -0.519
C -4.436 -1.120 -1.278
H 1.700 2.907 0.532
H 0.879 3.774 -0.620
H 0.222 1.949 -1.752
H 2.547 1.059 -2.066
H 1.313 -0.231 -1.542
H 3.409 1.325 0.188
H 2.255 0.194 0.819
H 3.269 -1.598 -0.624
H 4.421 -0.436 -1.280
H 5.356 -0.093 1.061
H 4.293 -1.367 1.655
H 6.403 -2.260 1.123
H 6.357 -1.716 -0.286
H -1.002 -0.064 -1.294
H -1.204 -0.472 1.438
H -3.757 -0.754 1.380
H -2.854 2.169 1.077
H -4.303 1.467 1.836
H -2.663 1.246 2.498
H -4.997 0.790 -0.265
H -3.690 0.868 -1.264
H -5.134 -0.820 -2.060
H -4.868 -1.891 -0.608
H -3.460 -1.517 -1.605
H -2.579 -2.502 1.634
N 1.499 2.969 -0.465
N 5.727 -2.122 0.375
N -1.079 0.367 -0.353
O -0.039 1.496 1.293
O -1.201 -2.196 -1.028
O -2.316 -2.860 0.748

Properties
E_LUMO = 0.45 eV
SMILES string = CC[C@H](C)[C@H](NC(=O)[C@@H](N)CCCCN)C(=O)O
Energy above the lowest of the compared OMol25 structures with the same formula, charge and spin = 16.9 kcal per mole
Charge = 0
HOMO-LUMO gap = 9.74 eV
HOMO = -9.29 eV

=====

| no. | total energy (eV) |
| --- | --- |
| 1 | -21022.68934 |
| 2 | -190793.62847 |
| 3 | -148931.62242 |
| 4 | -146684.50569 |
| 5 | -64713.88085 |
| 6 | -34275.43177 |
| 7 | -38783.81686 |
| 8 | -54026.84980 |
| 9 | -43044.85004 |
| 10 | -23463.02791 |